ORCA calculation (wB97M-V/def2-TZVPD) on a structure of composition C13H36NO11S5V at a distorted geometry.

Last column: Mulliken spin population.
Geometry (Å):
H  -14.260  -15.157  5.870  0.000
H  -12.497  -19.541  -1.379  0.000
H  -11.853  -20.856  -0.304  0.000
H  -11.301  -12.753  7.457  0.000
H  -10.280  -11.389  6.943  0.000
H  -11.043  -19.105  7.137  0.000
H  -10.402  -14.689  4.943  0.000
C  -11.172  -12.996  2.659  0.000
S  -13.067  -19.234  0.927  -0.009
H  -5.848  -16.242  1.304  0.000
O  -8.513  -13.237  2.836  0.000
O  -12.196  -16.778  4.354  0.001
S  -9.870  -20.994  6.539  -0.002
H  -9.067  -15.467  1.018  0.000
H  -9.592  -19.292  8.154  0.001
H  -11.420  -13.589  3.535  0.000
C  -9.909  -15.069  1.576  0.000
O  -6.867  -14.952  3.877  0.000
C  -10.024  -14.868  5.945  0.000
H  -6.959  -18.472  4.083  0.000
H  -8.118  -20.275  5.089  0.001
S  -9.165  -13.421  6.586  0.000
H  -6.009  -17.868  1.894  0.000
H  -16.111  -12.897  8.969  0.000
H  -10.760  -18.584  0.966  -0.001
O  -10.676  -21.006  5.251  0.034
H  -4.919  -16.650  2.671  0.000
C  -7.042  -17.491  4.550  0.000
C  -11.715  -18.072  0.837  0.000
C  -15.124  -12.618  8.601  0.000
H  -15.649  -14.292  5.142  0.000
C  -14.276  -12.425  6.420  0.000
O  -15.054  -13.112  7.267  0.000
C  -9.968  -19.306  7.134  0.003
C  -10.636  -12.376  6.671  0.000
C  -8.175  -20.916  5.961  0.000
H  -10.887  -15.084  6.581  0.000
C  -5.900  -16.835  2.223  0.000
H  -11.347  -11.933  2.830  0.000
S  -7.220  -16.219  3.271  0.000
H  -11.935  -13.204  1.893  0.000
H  -7.573  -20.655  6.833  0.000
O  -10.277  -17.718  4.116  0.033
O  -8.353  -12.916  5.485  0.000
H  -7.955  -17.457  5.144  0.000
O  -14.009  -13.128  5.315  0.000
S  -9.599  -13.306  1.855  0.000
H  -6.207  -17.213  5.192  0.000
H  -9.492  -18.581  6.478  -0.001
H  -10.795  -15.205  0.940  0.000
H  -9.341  -15.713  5.903  0.000
H  -11.229  -12.459  5.761  0.000
C  -14.567  -14.420  5.130  0.000
H  -11.786  -17.545  -0.110  0.001
H  -7.864  -21.942  5.755  0.000
H  -11.810  -17.403  1.693  0.002
N  -11.502  -17.765  4.252  -0.037
H  -10.149  -15.567  2.516  -0.001
O  -12.695  -20.152  2.081  0.014
H  -14.253  -14.807  4.165  0.000
H  -13.587  -20.759  -0.791  0.000
C  -12.687  -20.201  -0.534  0.002
V  -12.269  -20.991  3.940  3.001
O  -12.058  -18.915  4.347  -0.042
H  -15.111  -11.530  8.668  0.000
O  -13.944  -11.282  6.522  0.000
H  -14.343  -13.043  9.227  0.000

Force components x, y, z for each atom (eV/Å):
0.0482 0.2528 0.2418
0.2158 0.0909 0.1125
0.1026 0.0363 -0.0907
0.2531 0.0877 0.2059
-0.2004 0.1997 -0.2999
0.0563 0.1232 0.1957
0.1881 0.2059 -0.0942
-1.2801 0.2828 -0.8019
0.3696 0.1365 -0.2247
-0.4347 0.1502 0.1302
0.0301 0.2082 -0.2246
-0.4718 0.3175 -0.2114
0.7368 0.6502 0.0051
0.2069 -0.1626 0.3709
0.1048 0.0556 -0.0057
0.3457 -0.0362 0.1217
-1.0493 0.0078 -0.4739
1.0179 0.5578 0.5930
-0.4970 -0.2235 0.1548
0.1977 -0.0191 0.0791
0.1137 0.2522 0.1397
-0.5630 -0.2806 0.3585
-0.1955 -0.0892 0.3823
0.1637 -0.3235 0.0664
-0.0531 -0.1841 -0.2842
-0.9425 -0.9693 -0.8123
-0.1321 -0.3190 0.3316
-0.2457 0.1560 0.1281
0.0904 -0.0406 0.5893
-0.9276 0.4753 0.4824
-0.0470 -0.4180 -0.0161
-0.7257 0.3381 -0.6758
0.5220 -0.2143 0.2274
-0.8355 -0.1332 -0.0532
-0.3906 -0.7546 0.4987
-0.0572 -1.2528 0.6245
0.1564 -0.1565 0.1060
1.1634 0.5980 -0.6727
0.5764 0.0153 0.3672
-0.9751 -1.3316 -0.5384
0.1581 -0.2550 0.0600
0.0354 0.5790 -0.1944
-0.1094 -0.2263 -0.2066
0.6521 0.5707 -0.2039
-0.0235 0.0406 -0.0395
0.7854 -0.0128 -0.1666
-0.2435 0.0206 -0.2150
0.2049 -0.1949 -0.1559
0.1886 -0.1846 -0.0972
0.0824 0.3621 -0.0724
0.0733 0.0251 0.1020
0.3344 0.4895 -0.2850
-0.7115 -0.2696 0.0272
0.0371 0.1351 0.0400
-0.1418 0.0758 -0.4102
-0.1833 0.1964 -0.2074
1.0240 -0.0851 0.3735
0.5751 -0.0999 0.1023
-0.0858 -1.3893 0.6716
0.1457 0.3579 -0.1252
0.1067 -0.2186 0.1590
-0.5610 0.0343 -0.1117
1.3811 3.1497 -0.1814
-1.1899 -1.1751 0.1878
0.3623 -0.0145 -0.3776
0.3980 -0.1187 0.4070
0.0693 -0.0818 -0.1135

Frontier orbital gap (spin up / spin down): 4.83 / 4.76 eV
Charge: +1
Spin multiplicity: 4
Maximum force: 3.44 eV/A
HOMO (spin up / spin down): -9.41 / -9.41 eV
DFT total energy: -117925.9794 eV
Relative energy (zero: lowest compared OMol25 entry of this formula, charge and spin): 2.142 eV

ORCA calculation (wB97M-V/def2-TZVPD) on a structure of composition C35H38Br4F10N3O5SSiW.

Last column: Mulliken charge in e.
Geometry (Å):
H  -4.664  0.519  3.414  0.573
F  0.566  2.057  3.524  -0.339
C  -1.116  0.714  -5.199  -0.638
H  -2.075  3.003  -1.007  0.987
H  -1.620  2.225  4.742  0.303
C  1.830  0.783  0.823  1.148
C  -1.392  -3.419  3.121  -1.403
C  0.927  -3.138  4.023  -1.563
H  -4.008  0.173  1.811  0.276
H  -2.015  -1.693  5.126  0.304
H  -3.932  1.681  -1.952  0.558
H  4.263  2.566  2.360  0.497
N  -0.667  1.452  -0.981  0.280
H  -0.522  1.627  -5.260  0.374
C  2.987  -2.642  -5.564  0.807
Br  0.162  -4.460  -5.651  -0.023
O  0.587  0.016  0.922  0.288
C  3.741  -3.903  -2.241  0.637
Br  5.038  -4.923  -4.565  -0.064
N  -0.355  -0.256  -4.382  -0.115
H  -2.876  0.304  -2.158  0.346
H  3.136  1.081  3.998  0.399
F  0.132  4.615  2.279  -0.426
C  2.239  3.672  3.481  -2.004
F  -1.483  -1.710  -2.177  -0.743
C  1.446  2.679  2.630  1.686
C  0.798  -2.277  -3.811  1.113
Br  5.321  -4.531  -1.403  -0.175
H  -0.987  -3.679  2.143  0.210
H  -1.245  0.283  -6.182  0.494
H  -2.522  1.598  -0.039  -1.029
H  -3.766  3.519  -3.579  0.360
C  2.705  -3.452  -4.538  0.339
H  -2.347  3.394  2.661  0.236
H  2.959  3.151  4.104  0.459
Si  -0.749  -0.367  1.892  -0.550
H  3.446  3.091  0.875  0.413
C  -3.757  0.254  2.869  -1.428
C  -3.163  2.671  2.616  -1.505
H  -3.539  2.622  1.594  0.275
Br  2.883  -3.925  0.539  -0.088
C  2.006  -1.989  -6.439  0.124
C  -2.684  1.309  3.096  1.622
C  2.362  1.575  2.036  1.154
H  3.455  -0.136  2.773  0.512
C  0.791  -1.478  -6.147  -0.467
C  -2.068  1.918  -0.978  0.185
F  0.103  -0.935  -7.151  -0.318
H  -3.169  1.491  5.178  0.497
C  2.745  -3.376  -1.265  0.896
H  -2.372  -2.957  2.985  0.226
F  4.234  -2.315  -5.893  -0.299
N  -2.415  1.882  -3.422  0.751
H  1.544  4.203  4.125  0.533
O  -1.520  0.986  2.289  0.213
C  1.241  -3.654  -4.240  0.465
C  -2.701  3.272  -3.707  -1.176
H  -3.143  1.339  -5.327  0.552
F  2.757  -0.186  0.557  -0.347
C  -2.278  1.378  4.560  -1.486
C  -2.476  0.975  -4.536  -1.396
C  3.657  2.237  1.519  -2.083
H  1.322  -3.423  3.049  0.098
S  -1.843  -1.275  0.325  -1.047
H  -2.885  0.013  -4.217  0.474
C  0.295  -1.322  -4.778  0.968
F  1.515  0.443  -1.421  -0.271
H  2.764  4.400  2.866  0.361
F  1.089  -4.518  -3.200  -0.299
C  0.567  3.491  1.690  -0.269
H  -0.369  -1.277  5.636  0.313
C  0.100  3.304  0.457  -0.216
F  2.425  -1.852  -7.687  -0.279
C  3.706  -3.992  -3.594  -0.679
H  4.244  1.525  0.945  0.428
C  2.710  0.566  3.140  -1.948
H  -1.534  -4.337  3.691  0.507
H  1.621  -2.444  4.496  0.340
H  -2.121  3.941  -3.068  0.212
C  -2.885  1.395  -2.149  -1.803
H  -3.432  -0.722  3.232  0.172
C  1.682  -2.578  -1.469  -1.007
H  -0.996  -2.907  5.895  0.539
H  -2.430  3.502  -4.736  0.465
H  -3.971  3.028  3.254  0.504
F  -0.666  4.273  -0.070  -0.418
C  -0.994  -2.061  5.208  -1.769
C  -0.441  -2.493  3.861  1.640
W  -0.198  -0.673  -1.289  2.399
H  1.840  0.007  3.476  0.211
C  0.301  2.123  -0.400  1.603
H  0.850  -4.028  4.647  0.516
C  1.617  1.598  -0.422  -1.576
O  -0.308  0.178  -3.112  -0.170
H  -1.762  0.469  4.863  0.134
O  0.876  -2.082  -0.473  -0.800
C  1.084  -1.884  -2.573  -1.036
O  -0.210  -1.305  3.055  1.275

Force components x, y, z for each atom (eV/Å):
0.0072 0.0131 0.0104
-0.1394 -0.0565 0.0597
0.1455 -0.0952 0.0490
-0.0071 -0.0009 0.0246
0.0461 0.0220 -0.0167
-0.2850 -0.0855 -0.0376
0.0061 -0.0156 0.0433
-0.0308 0.0170 -0.0037
0.0134 -0.0132 -0.0068
-0.0461 0.0171 -0.0402
0.0181 0.0334 -0.0116
0.0019 0.0037 0.0060
0.1204 -0.0314 0.1712
-0.0500 0.0225 0.0133
-0.0810 0.0609 -0.0368
-0.0147 -0.0524 0.0229
0.0805 0.0529 0.2014
-0.0075 0.0069 0.0986
0.0315 -0.0141 0.0747
0.2832 -0.0256 0.0930
0.0078 0.0248 0.0206
-0.0234 0.0083 0.0248
-0.0055 0.0205 0.0118
0.0132 0.0354 -0.0091
-0.1805 -0.1688 -0.2947
0.0230 0.0271 -0.0524
0.1155 0.1806 -0.1936
0.0212 -0.0195 -0.0961
0.0020 -0.0079 -0.0198
-0.0360 0.0466 -0.0007
-0.0161 -0.0246 -0.0316
-0.0133 -0.0179 -0.0138
0.0336 0.0271 0.0253
0.0020 -0.0028 -0.0021
-0.0159 -0.0188 0.0139
0.1398 0.0982 0.0336
-0.0073 0.0061 -0.0066
-0.0510 0.0670 0.0215
0.0399 -0.0039 0.0118
0.0068 0.0024 -0.0093
-0.0449 0.0432 0.0125
0.0687 0.0109 0.0860
-0.0271 0.0394 0.0027
0.0853 0.0384 -0.0088
0.0153 0.0086 -0.0182
-0.0134 0.0336 0.0760
0.0501 0.0565 -0.0385
0.0061 -0.0714 -0.0492
0.0004 0.0130 0.0162
0.0672 -0.0726 -0.1112
-0.0059 0.0272 -0.0060
-0.0176 -0.0188 0.0321
0.1452 0.0579 -0.0159
0.0034 -0.0042 -0.0055
0.0943 0.0310 -0.0312
0.0076 0.0148 0.0982
-0.1251 0.0563 -0.0218
0.0266 0.0324 0.0243
0.0940 -0.0292 0.0314
0.0072 -0.0256 -0.0201
-0.1066 -0.0159 -0.0819
0.0372 0.0018 0.0224
0.0131 0.0067 -0.0166
-0.0499 -0.0379 -0.0791
-0.0090 -0.0092 -0.0290
0.0112 0.0177 0.0335
0.2672 -0.0298 0.0813
0.0107 -0.0026 -0.0095
-0.0017 0.0184 -0.0493
-0.0564 -0.0680 -0.0691
0.0222 0.0044 0.0207
0.1094 0.0735 0.0937
-0.0379 0.0070 -0.0234
-0.0153 0.0192 -0.1307
-0.0080 -0.0089 0.0017
-0.0047 0.0231 0.0326
0.0095 0.0073 0.0215
0.0073 0.0118 0.0099
-0.0094 -0.0210 0.0247
-0.0604 -0.0677 0.0474
0.0500 -0.1028 0.0087
-0.0716 0.6047 -0.2556
-0.0159 -0.0284 -0.0128
0.0443 0.0047 0.0029
-0.0119 -0.0069 0.0182
-0.0142 0.0038 -0.0269
0.0278 -0.0204 -0.0150
0.1065 -0.0790 -0.1165
0.0571 -0.2115 -0.0020
0.0028 -0.0166 -0.0115
-0.0620 -0.2265 -0.1124
-0.0023 -0.0253 0.0002
0.0555 0.2029 -0.0592
-0.3195 0.0300 -0.2414
-0.0139 0.0283 -0.0204
0.1865 -0.1881 0.2564
-0.5321 -0.4107 0.2875
-0.2015 0.1314 0.1977

Frontier orbital gap: 6.17 eV
Charge: +1
Spin multiplicity: 1
Maximum force: 0.73 eV/A
HOMO: -10.78 eV
DFT total energy: -379494.5346 eV
Relative energy (zero: lowest compared OMol25 entry of this formula, charge and spin): 5.867 eV